# C7H8F6N

A cluster of 2 separate species, C7H8F6N in total at a distorted geometry (ωB97M-V/def2-TZVPD, OMol25).

```
22
Properties=species:S:1:pos:R:3:forces:R:3
C 2.0660 1.2260 -0.8739 3.6435 5.5700 -2.7481
C 1.2835 0.2606 -0.4483 -6.0242 -7.2342 1.9110
C 1.5525 2.3817 -1.6984 -0.4440 2.0719 4.0479
C 0.0177 2.4889 -1.6457 0.0667 -1.6849 -1.7972
C -0.4254 1.0654 -1.9678 -1.1427 -2.7225 -0.4132
C -0.5475 -1.6980 0.6855 -1.1476 0.6600 1.5493
C -0.9403 -0.7129 -0.3091 -3.2916 -3.1971 -0.4333
N -0.0786 0.1825 -0.8055 5.8190 2.5313 -0.3454
F 2.0622 3.5577 -1.0861 -0.2882 -0.9737 -0.4476
F -0.5402 2.7171 -0.4912 0.0279 1.0253 1.9603
F -0.5071 3.3092 -2.5414 0.3115 0.5901 -0.5150
F 0.1952 0.4840 -3.0197 0.6740 0.7489 -0.0195
F -1.7129 0.8919 -2.2301 -0.2261 0.9200 0.4924
F -2.4917 1.0627 0.9220 -0.2395 0.1897 0.0443
H 3.1192 1.3672 -0.6133 -0.4342 -0.4891 0.1266
H 1.7103 -0.6913 0.0771 -1.0276 2.2145 -0.6404
H 1.8631 2.4266 -2.6738 0.7828 -0.3352 -2.6221
H 0.4439 -2.1198 0.7295 0.3294 0.1882 -0.0415
H -0.8036 -1.0523 1.5661 0.9251 -0.5701 0.4892
H -1.2684 -2.5011 0.8567 0.0100 0.0532 -0.7013
H -3.3134 1.4968 0.9003 0.0979 -0.0054 0.0963
H -2.0256 -0.6921 -0.5802 1.5780 0.4490 0.0075
```
Forces are in eV/Å.

Calculated values
total charge	+1
⟨S²⟩	2.006
HOMO energy (spin up / spin down)	-11.19 / -16.59	eV
total energy	-25171.6235	eV
ΔE to the lowest compared entry with this formula, charge and spin	24.15	kcal/mol
spin multiplicity	3

Löwdin atomic charge list, values in e, 4 entries:
1 C 0.1234
2 C 0.0760
3 C -0.1248
4 C -0.4582